# 1
{
  "formula": "C19H10ClF2MoN2OS4",
  "method": "ωB97M-V/def2-TZVPD",
  "species": ["C", "S", "C", "F", "Cl", "C", "C", "N", "C", "C", "S", "F", "H", "C", "C", "C", "O", "H", "H", "H", "H", "H", "C", "C", "C", "C", "H", "Mo", "H", "C", "N", "C", "C", "C", "H", "C", "C", "H", "S", "S"],
  "coordinates": [[-0.970, -1.015, -4.589], [2.260, 1.557, -0.673], [-3.631, 0.159, -1.155], [-4.254, 1.652, 2.085], [-2.630, -0.397, 4.511], [-0.009, 0.554, 4.611], [-1.529, 0.774, -0.146], [-0.116, -0.497, -2.034], [-2.222, 1.382, 0.895], [3.636, -0.846, -0.176], [5.060, -1.707, 0.067], [-4.369, -0.221, -2.241], [-0.106, 0.715, 5.707], [-1.023, -0.081, 3.864], [-0.785, -0.495, 2.556], [-3.579, 1.201, 0.969], [7.461, -0.384, -0.049], [-1.319, -1.260, -5.583], [-1.691, 1.940, 1.701], [-2.989, -0.666, -3.807], [1.831, -0.820, -2.656], [2.119, 1.266, 4.491], [6.249, -0.338, -0.179], [-4.322, 0.585, -0.037], [1.384, 0.424, 2.672], [0.794, -0.832, -2.995], [1.191, -1.426, -4.976], [0.503, 0.138, -0.113], [2.355, 0.543, 2.182], [1.208, 0.863, 3.980], [0.374, -0.124, 1.953], [0.395, -1.128, -4.288], [-2.243, 0.235, -1.247], [-1.917, -0.672, -3.637], [-5.374, 0.483, 0.019], [3.711, 0.485, -0.548], [-1.448, -0.330, -2.339], [-1.464, -1.071, 1.973], [5.280, 1.104, -0.791], [2.181, -1.751, 0.022]],
  "e_homo_ha": [-0.403, -0.408],
  "homo_lumo_gap_ev": [5.53, 6.59],
  "multiplicity": 3,
  "total_charge": 1,
  "e_lumo_ev": [-5.43, -4.51]
}

---

# 2
{
  "formula": "C4H14NSi",
  "method": "ωB97M-V/def2-TZVPD",
  "species": ["Si", "H", "C", "C", "H", "C", "H", "N", "H", "H", "H", "H", "H", "H", "H", "H", "H", "H", "H", "C"],
  "coordinates": [[-2.326, -0.433, -0.369], [-1.900, -1.073, 0.890], [1.923, 0.179, -0.804], [0.534, -0.461, -0.366], [-1.212, 1.190, 1.506], [-0.622, 0.531, -0.336], [1.929, -1.701, 0.836], [-0.620, 1.494, 0.731], [2.533, -0.700, -0.997], [1.914, 0.572, -1.808], [0.360, 1.642, 1.016], [-1.094, 2.438, 0.541], [0.144, -1.076, -1.114], [-0.530, 1.020, -1.332], [0.290, -2.082, 1.042], [-2.139, -0.900, -1.852], [0.892, -0.634, 1.743], [2.393, 0.843, -0.130], [-3.389, 0.428, -0.108], [0.920, -1.277, 0.911]],
  "e_homo_ha": -0.531,
  "homo_lumo_gap_ev": 10.65,
  "total_charge": 1,
  "e_lumo_ev": -3.81
}

---

# 3
{
  "formula": "C31H70BI2N5O7",
  "method": "ωB97M-V/def2-TZVPD",
  "species": ["H", "H", "H", "C", "H", "N", "C", "H", "C", "C", "H", "H", "C", "H", "N", "I", "H", "I", "H", "H", "C", "C", "H", "H", "H", "C", "C", "H", "H", "C", "H", "H", "N", "H", "H", "C", "H", "O", "H", "H", "H", "H", "H", "C", "C", "H", "H", "H", "C", "H", "C", "C", "C", "H", "C", "C", "H", "H", "H", "H", "H", "O", "O", "H", "C", "C", "H", "B", "O", "H", "H", "H", "H", "H", "C", "H", "H", "O", "H", "H", "H", "H", "N", "H", "H", "H", "H", "C", "H", "N", "H", "H", "H", "C", "C", "C", "C", "H", "H", "C", "H", "H", "O", "H", "H", "H", "H", "H", "H", "O", "H", "H", "C", "C", "H", "C"],
  "coordinates": [[-8.399, -1.715, 2.685], [1.676, 3.234, 4.592], [10.606, 2.907, -5.054], [-2.786, 2.041, -0.501], [6.538, -0.226, -1.588], [3.777, 0.101, -2.907], [0.013, 1.915, 6.101], [-6.101, -1.311, -3.024], [7.085, 0.887, 0.150], [0.139, -1.843, 0.049], [9.078, 1.060, -5.843], [-1.985, -1.484, -0.343], [10.549, 0.156, -4.609], [1.184, 0.285, -1.384], [-8.810, -2.621, 2.891], [5.230, 3.618, -1.211], [7.868, 1.638, 0.111], [2.450, 2.576, -0.239], [-1.972, 0.206, 1.164], [-0.955, -0.673, -1.482], [6.265, 0.620, -0.958], [9.714, 2.584, -4.498], [3.019, -0.450, 1.041], [1.433, -2.741, -1.453], [-0.247, 0.415, 1.060], [1.427, -1.861, -0.818], [0.077, 4.049, 7.175], [-8.154, -3.288, 2.491], [-10.718, -1.915, 2.449], [-5.405, -3.380, -2.884], [-6.810, -2.398, -4.198], [10.345, -0.789, -5.113], [1.240, 2.514, 4.021], [-10.223, -4.962, -0.346], [-0.773, 1.596, -1.273], [-5.170, -3.651, -1.391], [11.467, 0.569, -5.033], [-4.446, -2.646, -0.705], [0.205, 4.785, 6.379], [3.273, -0.153, 3.207], [-4.715, -1.026, 0.495], [11.910, 2.639, -3.226], [-0.853, 2.412, 0.260], [-1.313, 1.620, -0.329], [-1.029, 3.363, 4.251], [-10.809, -2.823, 0.098], [10.733, -0.080, -3.561], [4.737, -0.611, 0.666], [11.072, 2.531, -2.532], [3.807, -1.123, -1.315], [-9.181, -4.835, -0.042], [-10.075, -2.751, 2.160], [-10.776, -4.030, 2.612], [-1.959, 3.291, 4.819], [4.671, 1.192, -2.745], [-6.473, -2.326, -3.164], [6.960, 0.343, 1.084], [8.883, 3.195, -4.859], [7.427, 1.210, -4.190], [1.601, -0.843, -2.686], [8.456, 0.872, -3.010], [3.837, 0.627, 3.302], [5.043, 1.836, -3.651], [-9.563, -1.625, 0.415], [-5.199, -1.496, -0.362], [3.261, -0.206, -1.550], [0.409, -1.638, 1.080], [4.287, 1.023, 2.066], [4.990, 2.192, 2.013], [-3.194, 1.695, -1.451], [-3.749, -2.231, -3.045], [-8.537, -5.251, -0.818], [0.543, 0.965, 6.215], [-5.195, -0.771, -1.178], [-1.033, -0.967, -0.438], [-3.492, -3.751, -3.487], [-11.162, -3.909, 3.624], [0.755, 2.846, 6.865], [-4.557, -4.553, -1.309], [3.025, 0.578, -3.410], [-6.113, -3.864, -0.870], [-3.655, 3.986, -1.108], [8.249, 0.647, -3.981], [-8.986, -5.393, 0.877], [-0.228, -2.872, 0.052], [-10.104, -4.887, 2.632], [11.024, 1.506, -2.158], [-1.148, 0.307, 0.457], [-3.401, 1.610, 0.284], [-4.167, -2.995, -3.571], [1.845, 1.707, 4.144], [-11.618, -4.271, 1.959], [-1.283, 3.331, 3.190], [9.375, 1.115, -4.792], [-2.895, 3.587, -0.443], [5.033, 1.427, -1.229], [1.763, -0.600, -1.639], [-0.465, 1.322, 4.112], [-5.757, -4.318, -3.325], [-0.076, 2.223, 4.598], [2.259, -2.004, -0.129], [-6.228, -1.752, -0.089], [-8.841, -3.469, 0.116], [-0.987, 3.877, 7.362], [-0.590, 4.343, 4.439], [-1.938, 4.015, -0.731], [0.527, 4.461, 8.078], [-3.080, 3.868, 0.591], [5.738, 2.160, 2.628], [9.846, 2.909, -3.126], [-0.985, 1.772, 6.539], [11.241, 3.185, -1.676], [-9.870, -2.650, 0.641], [3.929, 0.107, 0.816], [-7.343, -2.464, -2.517], [3.681, 0.842, -0.511]],
  "e_homo_ha": -0.277,
  "homo_lumo_gap_ev": 6.46,
  "total_charge": 0,
  "e_lumo_ev": -1.09
}

---

# 4
{
  "formula": "C6H12O",
  "method": "ωB97M-V/def2-TZVPD",
  "species": ["H", "C", "H", "H", "H", "H", "H", "H", "H", "H", "H", "C", "H", "H", "O", "C", "C", "C", "C"],
  "coordinates": [[1.580, 1.866, -1.879], [1.150, 0.889, -1.650], [1.947, 0.252, -1.253], [-1.884, 0.275, -1.611], [0.445, -1.982, 0.476], [0.265, 1.673, 1.400], [-0.865, -2.439, 1.583], [0.811, 0.465, -2.600], [-0.656, -0.984, -1.311], [1.381, 0.399, 0.897], [0.654, -1.765, 2.225], [-0.070, -1.709, 1.404], [-1.128, -0.036, 2.250], [-0.472, 1.993, -0.783], [-1.714, -0.288, 0.333], [-0.666, -0.309, 1.296], [-0.019, 1.001, -0.671], [0.348, 0.757, 0.811], [-1.106, -0.057, -0.917]],
  "e_homo_ha": -0.354,
  "homo_lumo_gap_ev": 10.73,
  "total_charge": 0,
  "e_lumo_ev": 1.09
}